Here is the ion C4H8NO with charge +1 in a non-equilibrium geometry from OMol25. Energies are from the ωB97M-V functional and the def2-TZVPD basis.

The geometry in XYZ format:
```
14
Properties=species:S:1:pos:R:3:forces:R:3
C 0.560679 -1.498467 0.242206 -0.42 1.26 0.72
C 0.345596 -2.295141 1.264209 0.16 -0.87 -1.43
C 0.643766 -0.193694 -0.454380 -0.92 -3.57 -0.45
C -0.395463 2.160700 -0.100311 2.58 -3.91 -1.27
N -0.559540 0.657562 -0.579894 0.26 0.50 -0.22
O 0.422873 -1.607006 -1.088297 -0.17 2.30 0.20
H 0.082325 -3.279255 0.898625 -0.02 -0.29 0.20
H 0.542264 -2.240086 2.298739 0.07 0.84 0.80
H 1.536889 0.194749 -0.808344 1.46 1.03 -0.43
H 0.067219 2.204452 0.842213 0.41 -0.19 1.19
H 0.202312 2.542866 -0.854471 1.34 1.18 -1.17
H -1.299706 2.549285 -0.165749 -4.18 1.83 0.07
H -0.965939 0.579085 -1.564767 0.64 0.27 1.51
H -1.183276 0.224951 0.070219 -1.19 -0.40 0.29
```
Positions in Å, forces in eV/Å.

Calculated values
total charge = +1
multiplicity = 1
LUMO level = -3.64 eV
HOMO energy = -13.828 eV
SMILES = C=C1O[C@H]1[NH2+]C
ΔE to the lowest compared entry with this formula, charge and spin = 297.63 kJ/mol
DFT total energy = -286.8291 hartree

Löwdin population analysis, charges in e, atoms 1 to 5:
1. C -0.3255
2. C 0.1264
3. C -0.0554
4. C 0.1192
5. N 0.0958


Here is a structure of composition C46H33Co2O8PS in a non-equilibrium geometry from OMol25. Energies are from the ωB97M-V functional and the def2-TZVPD basis.

The geometry in XYZ format:
```
91
Properties=species:S:1:pos:R:3:forces:R:3
C 4.480692 -2.748502 5.792040 -0.16 0.00 -0.25
C 3.244849 -2.371137 6.325797 0.04 0.25 -0.27
C 2.369685 -1.587772 5.567394 -0.03 0.06 -0.11
C 2.722042 -1.201304 4.267450 0.16 -0.54 -0.01
S 1.720890 -0.056704 3.300205 0.48 0.50 -0.43
C 0.439527 -0.963133 2.495793 1.07 -0.60 -1.02
C -0.369788 -1.736315 3.464089 -0.43 -1.45 0.18
O -0.120861 -2.930927 3.682809 -0.35 1.85 -0.34
C -1.523551 -1.038568 4.108723 -0.53 -0.28 0.45
C -1.896651 0.288096 3.844732 -0.05 -0.24 -0.20
C -3.063741 0.821890 4.397339 0.29 -0.12 0.31
C -3.774967 0.090357 5.356502 0.14 -0.28 -0.31
C -3.410622 -1.239304 5.624503 0.03 0.13 -0.15
C -2.324460 -1.810544 4.964225 -0.04 0.16 0.18
O 1.168185 0.873453 4.249603 -0.13 0.11 0.02
O 2.550146 0.402343 2.205079 0.11 -0.06 0.47
C 3.907076 -1.676299 3.697566 -0.15 0.02 -0.03
C 4.781605 -2.451962 4.459105 -0.10 0.18 0.09
H 5.210003 -3.275007 6.409708 -0.30 0.00 -0.21
H 2.963900 -2.676134 7.335055 0.11 0.19 -0.28
H 1.419336 -1.267760 5.989425 0.18 0.00 -0.07
H 0.996941 -1.575492 1.789918 -0.10 -0.27 0.44
H -1.273920 0.889836 3.182366 -0.21 -0.06 0.14
H -3.393849 1.816479 4.093302 0.17 -0.23 0.27
H -4.623444 0.543880 5.873635 0.21 -0.19 -0.25
H -3.988845 -1.846532 6.325070 0.16 0.28 -0.20
H -2.057022 -2.859285 5.110597 -0.08 0.36 0.02
H 4.141195 -1.416040 2.664985 -0.03 -0.03 0.31
H 5.704241 -2.808805 4.000902 -0.19 0.14 0.22
O -4.019921 -2.325103 -2.738848 0.34 1.60 0.43
C -3.863263 -1.238589 -2.372052 -0.67 -2.12 -0.08
Co -3.757136 0.442687 -1.809902 -0.03 -1.02 -0.32
C -4.384451 1.771696 -2.753581 -0.43 2.32 -1.52
O -4.793455 2.642828 -3.397816 0.38 -1.28 0.91
C -5.072181 0.400422 -0.654440 -0.96 -0.16 1.50
O -5.957250 0.366405 0.084515 1.18 0.08 -1.13
C -2.101734 0.917499 -0.874648 1.03 0.35 3.67
C -1.295865 -0.153637 -0.459805 -2.21 3.77 -2.42
C -1.068667 -0.868481 0.685933 -0.04 -1.88 3.92
C -0.956645 -2.337716 0.536079 -0.07 -0.16 0.25
C -1.951584 -3.189491 1.049901 0.17 0.28 0.10
C -1.817510 -4.570712 0.939287 -0.20 0.07 -0.14
C -0.705769 -5.117899 0.295970 -0.01 0.38 -0.12
C 0.290315 -4.273057 -0.207591 -0.14 0.27 0.15
C 0.169037 -2.888672 -0.084293 -0.12 -0.45 0.42
Co -1.369721 0.035676 -2.251622 1.00 0.71 -3.24
C -0.724169 -1.510946 -2.590593 1.86 -4.01 -1.83
O -0.291353 -2.548590 -2.883991 -1.00 2.33 0.71
C -2.174961 0.320473 -3.840855 -0.28 -0.25 -1.76
O -2.417720 0.369318 -4.978820 0.25 0.04 2.19
P 0.259257 1.413915 -2.865310 1.15 0.66 -0.18
C 1.659586 0.507273 -3.584177 0.11 -0.33 0.09
C 2.815761 0.220098 -2.846506 -0.05 -0.23 -0.45
C 3.788611 -0.612662 -3.414589 -0.07 0.11 -0.07
C 3.616900 -1.130366 -4.701691 -0.10 0.17 0.10
C 2.472781 -0.811152 -5.440741 -0.09 0.12 0.18
C 1.486827 0.002965 -4.881770 0.37 -0.25 0.19
C 0.073076 2.747594 -4.118899 -0.37 0.16 -0.18
C 1.171404 3.253330 -4.838385 -0.17 0.18 0.02
C 1.045937 4.433357 -5.581773 -0.18 -0.22 0.19
C -0.184083 5.099376 -5.632694 0.00 -0.18 0.14
C -1.298424 4.549109 -4.991340 0.05 -0.02 0.02
C -1.173437 3.375847 -4.240232 0.33 0.13 -0.05
C 0.935906 2.385890 -1.448755 0.22 -0.28 0.33
C 1.041740 3.783753 -1.461721 -0.56 -0.23 0.09
C 0.888412 4.497217 -0.273027 0.30 0.04 0.15
C 0.653684 3.823419 0.920715 -0.13 -0.39 0.01
C 0.729318 2.428155 0.954846 0.48 0.12 -0.34
C 1.015432 1.715674 -0.211168 -0.59 0.51 0.08
H -2.063075 1.926303 -0.451846 -0.07 -0.23 0.00
H -1.545279 -0.477324 1.582856 -0.65 -0.45 -0.58
H -2.822995 -2.743967 1.542038 0.30 -0.22 -0.17
H -2.610616 -5.207074 1.342855 0.37 0.15 -0.18
H -0.620387 -6.194329 0.164075 0.02 0.21 0.12
H 1.169406 -4.683593 -0.694208 -0.12 -0.01 0.07
H 0.974368 -2.214472 -0.372154 -0.11 -0.22 -0.26
H 2.957792 0.647294 -1.849805 -0.04 -0.19 -0.35
H 4.693956 -0.845245 -2.852445 -0.24 0.05 -0.15
H 4.382927 -1.773615 -5.138546 -0.23 0.19 0.15
H 2.341537 -1.199651 -6.449383 0.06 0.06 0.22
H 0.581845 0.255290 -5.441603 0.29 -0.14 0.11
H 2.130310 2.733166 -4.810494 -0.25 0.20 0.08
H 1.913375 4.836579 -6.109827 -0.29 -0.15 0.18
H -0.268624 6.050650 -6.166752 -0.02 -0.42 0.12
H -2.271100 5.039727 -5.062154 0.30 -0.14 0.02
H -2.036630 2.945405 -3.729118 0.19 0.28 -0.10
H 1.191703 4.308523 -2.400450 -0.32 -0.01 0.11
H 0.928741 5.582977 -0.281741 0.02 -0.15 -0.05
H 0.438963 4.342854 1.853913 0.04 0.07 -0.32
H 0.557443 1.908110 1.888929 0.30 0.08 -0.08
H 1.243075 0.646669 -0.177694 -0.57 0.25 0.08
```
Positions in Å, forces in eV/Å.

Calculated values
multiplicity = 1
LUMO level = -2.76 eV
HOMO energy = -7.555 eV
ΔE to the lowest compared entry with this formula, charge and spin = 0.00 kJ/mol
DFT total energy = -5879.4675 hartree

Löwdin population analysis, charges in e, atoms 1 to 5:
1. C -0.0732
2. C -0.0655
3. C -0.0491
4. C -0.2565
5. S 0.6744


Here is an isolated molecule of C9H16N2S in a non-equilibrium geometry from OMol25. Energies are from the ωB97M-V functional and the def2-TZVPD basis.

The geometry in XYZ format:
```
28
Properties=species:S:1:pos:R:3:forces:R:3
C 1.250665 0.173717 0.758836 2.06 -0.28 3.63
C 2.695190 2.115688 1.308205 2.84 -0.09 1.02
C 2.432854 2.220471 -0.117259 1.36 -0.94 -2.12
C -0.187133 0.549270 -1.195712 -1.40 0.03 1.38
C -1.523132 -0.121233 -1.678374 1.53 1.59 0.93
C -2.469033 -0.378482 -0.532258 0.40 -4.00 -0.35
C -1.981322 -0.890127 0.837570 1.13 -0.24 0.50
C -0.977380 -2.099497 0.769383 1.06 1.45 0.43
C 0.186204 -1.723218 -0.218770 0.02 -0.04 1.06
H 2.476843 2.982374 1.829480 -0.08 1.43 1.52
H 3.634511 1.576634 1.561965 -1.15 0.06 0.19
H 2.145386 3.153407 -0.600490 -0.16 -0.38 0.01
H 3.138265 1.514791 -0.627215 -0.83 1.00 -0.29
H -0.275386 1.601384 -0.834635 -0.41 -0.92 0.13
H 0.426629 0.639214 -2.027127 1.56 -0.06 -1.64
H -2.027984 0.593550 -2.297508 -0.13 0.57 -0.59
H -1.269309 -0.932564 -2.351876 -0.22 -0.43 0.34
H -3.217889 -1.096954 -0.942772 0.24 0.37 0.48
H -2.975335 0.452957 -0.268167 -1.77 3.06 0.28
H -2.843593 -1.210495 1.383945 -0.78 -0.44 0.20
H -1.662601 -0.021719 1.500740 0.41 -1.05 -1.02
H -0.521911 -2.374966 1.777441 -0.70 0.59 -1.30
H -1.454967 -2.970963 0.379778 -0.61 -0.63 -0.25
H 0.033820 -2.007064 -1.264800 -0.18 0.09 0.37
H 1.123547 -2.143230 0.124950 -0.02 -0.60 -0.02
N 1.568447 1.533759 0.784626 -2.69 -1.79 -0.79
N 0.451654 -0.287732 -0.142039 -1.24 0.22 -2.69
S 1.822960 -0.848971 2.082083 -0.26 1.44 -1.39
```
Positions in Å, forces in eV/Å.

Calculated values
multiplicity = 1
LUMO level = 0.74 eV
HOMO energy = -7.702 eV
SMILES = S=C(N1CCCCCC1)N1CC1
ΔE to the lowest compared entry with this formula, charge and spin = 175.02 kJ/mol
DFT total energy = -860.1458 hartree

Löwdin population analysis, charges in e, atoms 1 to 5:
1. C -0.7126
2. C -0.1932
3. C -0.1222
4. C -0.0963
5. C -0.1681